Entry 1:
Computed, not measured: a structure of composition C2H3N2P in a non-equilibrium geometry, with ωB97M-V with the def2-TZVPD basis set.

Charge: 0
2S+1: 1
Energy above the lowest of the compared OMol25 structures with the same formula, charge and spin: 176.88 kJ/mol
Orbital gap: 0.3522 Eh
Maximum force: 0.0656 hartree/bohr
LUMO energy: 0.45 eV

Last column: natural (NBO) charge in e.
Cartesian coordinates (Å):
C -0.33192 1.45747 -0.53624  0.2580
C 0.24069 -0.23548 1.07651  -0.2416
N -1.10622 0.57335 -0.88397  -0.7041
N 0.82034 0.84173 0.87060  -0.4093
P -1.19053 -0.88662 0.01978  0.6877
H -0.09716 2.49979 -0.96502  0.2186
H 0.41232 -0.81601 2.08411  0.2057
H -0.39908 -1.45409 -1.01620  -0.0150

Atomic forces in eV per Å
C 2.45 0.16 0.82
C -0.01 -1.98 2.51
N -0.76 1.05 -0.19
N -2.18 1.63 -1.99
P 0.63 0.75 -0.39
H -0.40 -1.81 0.84
H 0.22 0.79 -2.04
H 0.04 -0.59 0.44

Entry 2:
Computed, not measured: a structure of composition C18H21CoN4O3 in a non-equilibrium geometry, with ωB97M-V with the def2-TZVPD basis set.

Charge: +1
2S+1: 2
Energy above the lowest of the compared OMol25 structures with the same formula, charge and spin: 76.52 kJ/mol
Orbital gap (alpha / beta): 0.2512 / 0.2506 Eh
Maximum force: 0.0331 hartree/bohr
LUMO energy (alpha / beta): -3.41 / -3.41 eV

Last column: natural (NBO) charge in e.
Cartesian coordinates (Å):
Co 0.33106 1.04826 -1.53041  1.2424
O -2.85223 -2.69291 0.20045  -0.6841
C -2.35370 -3.22641 -0.93300  0.3468
C -2.65897 -4.55711 -1.21181  -0.2780
C -2.19208 -5.15254 -2.36629  -0.1579
C -1.38765 -4.44495 -3.25804  -0.2604
C -1.05436 -3.13770 -2.97244  -0.1558
C -1.52907 -2.50948 -1.81725  -0.1861
C -1.13748 -1.11886 -1.54806  0.5716
O -0.09985 -0.63590 -2.15833  -0.7745
N -1.84015 -0.41243 -0.69428  -0.4866
N -1.26302 0.83525 -0.49701  -0.3612
C -1.97148 1.81436 -0.07374  0.1441
C -1.42410 3.12719 0.18739  -0.2365
C -2.22358 4.05287 0.87754  -0.1334
C -1.76217 5.30605 1.19807  -0.2654
C -0.46046 5.66208 0.83355  -0.1646
C 0.33849 4.78858 0.12733  -0.2499
C -0.12572 3.51584 -0.23349  0.3612
O 0.66379 2.72012 -0.93050  -0.8045
H -2.71520 -1.72185 0.15727  0.5068
H -3.28483 -5.09545 -0.51263  0.2304
H -2.46497 -6.17728 -2.58398  0.2208
H -1.03129 -4.91360 -4.16495  0.2211
H -0.42527 -2.56795 -3.64246  0.2274
H -3.02935 1.64677 0.12283  0.2120
H -3.22361 3.75701 1.17509  0.2156
H -2.40040 6.00870 1.71482  0.2266
H -0.07128 6.63462 1.10688  0.2221
H 1.33905 5.06259 -0.18152  0.2168
N 3.21541 -1.15168 2.21284  -0.4955
C 1.92534 -0.51055 2.66356  -0.2398
C 0.99013 -0.40686 1.46716  -0.2585
N 1.59540 0.32291 0.36340  -0.6436
C 2.86009 -0.27747 -0.04994  -0.2554
C 3.85921 -0.36660 1.09650  -0.2412
H 3.00446 -2.09150 1.86686  0.4337
H 3.85898 -1.25455 2.99830  0.4436
H 2.17596 0.47686 3.05009  0.2266
H 1.49848 -1.10985 3.46537  0.2452
H 0.06781 0.08536 1.77219  0.2607
H 0.72230 -1.40849 1.11407  0.2197
H 1.71362 1.30816 0.59300  0.4033
H 3.29698 0.29510 -0.86628  0.2464
H 2.64801 -1.28287 -0.42822  0.2176
H 4.09698 0.62168 1.48804  0.2276
H 4.78071 -0.86549 0.80202  0.2429

Atomic forces in eV per Å
Co -0.94 -0.14 1.41
O -0.06 0.00 -0.01
C 0.04 0.03 -0.04
C -0.03 -0.03 0.01
C 0.02 0.02 0.00
C 0.02 0.00 -0.01
C 0.00 -0.04 0.03
C -0.07 -0.02 0.01
C 0.10 0.22 0.00
O 0.21 -0.53 -0.28
N -0.23 -0.05 0.34
N 0.44 -0.16 -1.37
C -0.04 0.35 0.37
C -0.04 0.02 -0.21
C -0.10 0.02 0.05
C -0.02 0.04 0.01
C 0.04 -0.09 -0.06
C 0.04 0.09 0.06
C -0.13 -0.37 0.04
O 0.58 0.63 -0.04
H 0.03 -0.02 0.01
H -0.01 0.01 -0.01
H 0.02 0.00 0.02
H -0.01 0.00 0.01
H 0.00 0.01 0.00
H 0.07 -0.13 0.19
H 0.01 -0.01 -0.05
H 0.03 -0.02 0.05
H -0.03 0.02 -0.06
H -0.01 0.03 0.00
N 0.00 0.11 -0.02
C -0.18 0.06 -0.02
C -0.04 -0.02 -0.10
N 0.29 0.12 -0.45
C -0.09 0.00 0.20
C -0.01 0.00 -0.17
H 0.05 -0.03 0.07
H -0.01 -0.01 -0.01
H 0.09 -0.02 0.03
H 0.07 -0.07 0.00
H -0.01 -0.01 -0.01
H -0.07 0.02 -0.01
H -0.04 0.03 -0.06
H 0.05 0.01 0.02
H 0.00 0.04 -0.10
H 0.00 -0.03 0.10
H -0.01 -0.08 0.07

Entry 3:
Computed, not measured: a structure of composition C6H8N2O in a non-equilibrium geometry, with ωB97M-V with the def2-TZVPD basis set.

Charge: 0
2S+1: 1
Energy above the lowest of the compared OMol25 structures with the same formula, charge and spin: 877.42 kJ/mol
Orbital gap: 0.2437 Eh
Maximum force: 0.1506 hartree/bohr
LUMO energy: -1.39 eV

Last column: natural (NBO) charge in e.
Cartesian coordinates (Å):
C -1.25167 -0.70085 0.36666  0.1061
C -0.63911 0.20777 -0.79093  -0.2675
C -0.22952 -1.14362 -0.70805  -0.3368
C 1.07526 -1.05350 -0.05610  0.4456
C 0.29805 1.04840 -0.24627  0.1388
C 0.42107 2.42781 -0.17369  -0.5023
H -3.52502 -1.11220 1.39620  0.4103
H -1.03217 -0.76543 1.50254  0.2252
H -1.47652 0.62894 -1.47052  0.2743
H -0.16322 -1.86285 -1.47864  0.2652
H 2.84308 -1.59840 0.16077  0.3249
H 1.94929 0.57849 1.39656  0.4445
H 1.48149 2.55292 0.64454  0.1866
H -0.26005 3.16041 -0.77332  0.2421
N 2.01436 -1.97714 -0.21383  -0.6669
N 1.22468 0.28536 0.41286  -0.6405
O -2.72999 -0.67611 0.03122  -0.6496

Atomic forces in eV per Å
C -2.56 0.04 -1.18
C -5.45 1.38 -0.90
C 0.10 -2.25 1.54
C 4.21 -1.35 -0.24
C 2.62 7.04 1.89
C 1.70 -1.65 1.08
H 2.65 1.19 -4.42
H -0.03 0.59 -2.44
H 1.69 -0.98 1.14
H -0.97 -0.87 -0.62
H 1.56 0.38 0.64
H -3.26 -1.06 -4.60
H -3.60 0.97 -2.95
H 1.71 -1.24 1.67
N -3.77 1.76 0.43
N 3.41 -2.07 3.93
O 0.00 -1.87 5.02

Entry 4:
Computed, not measured: a structure of composition C7H19F3I2N4O4Si2, with ωB97M-V with the def2-TZVPD basis set.

Charge: 0
2S+1: 1
Energy above the lowest of the compared OMol25 structures with the same formula, charge and spin: 0.00 kJ/mol
Orbital gap: 0.3536 Eh
Maximum force: 0.0148 hartree/bohr
LUMO energy: -0.03 eV

Last column: natural (NBO) charge in e.
Cartesian coordinates (Å):
C 4.60536 -2.77401 1.29601  -0.6535
C 4.00905 -1.68178 2.19414  -0.3232
I 2.18548 -2.38399 3.10046  0.0925
C 3.73074 -0.35132 1.50882  -0.8157
I 5.62082 0.46482 0.81155  0.0947
Si 2.52398 -0.38457 0.03954  1.4484
O 1.29495 0.72539 0.22566  -1.2473
Si 0.04862 0.71569 1.31664  1.4403
C -1.29901 -0.51534 0.88535  -0.5551
O -0.79894 -1.86168 0.80254  -0.5286
C -1.63696 -2.76600 0.26473  1.1681
F -2.79282 -2.90301 0.95930  -0.3302
F -1.01974 -3.93980 0.24685  -0.3047
F -1.99750 -2.45316 -1.00654  -0.3343
H 4.29463 -3.77405 1.61990  0.2343
H 4.30605 -2.64531 0.24969  0.2141
H 5.70305 -2.73291 1.34453  0.2330
H 4.66272 -1.49978 3.05643  0.2291
H 3.43059 0.39817 2.24723  0.2578
H 1.99046 -1.75273 -0.11515  -0.1911
H 3.20144 0.01691 -1.20145  -0.1860
H -0.61390 2.03100 1.24786  -0.2025
H 0.54357 0.50899 2.68817  -0.1983
H -2.05916 -0.43763 1.68149  0.2206
H -1.77950 -0.21929 -0.05578  0.2374
C -0.63554 2.10726 -2.90765  0.7632
O -0.52086 3.08866 -2.18869  -0.6752
N -1.29960 2.15586 -4.10102  -0.8440
N -0.15570 0.88104 -2.54465  -0.8581
H -1.42679 1.35887 -4.69478  0.3911
H -1.68416 3.03960 -4.37713  0.4110
H 0.29940 0.81717 -1.64985  0.4189
H -0.27574 0.05674 -3.10252  0.3925
C -4.26669 1.77189 -0.33540  0.7689
O -4.76555 1.02841 -1.16240  -0.6639
N -4.92426 2.12291 0.81733  -0.8566
N -3.01834 2.30411 -0.48321  -0.8506
H -4.54118 2.74339 1.50402  0.3856
H -5.84428 1.74883 0.95071  0.4075
H -2.51117 2.08050 -1.31865  0.4159
H -2.58352 2.91018 0.18595  0.3941

Atomic forces in eV per Å
C 0.14 -0.10 0.10
C 0.51 -0.01 0.10
I -0.16 0.06 0.04
C 0.02 0.14 0.02
I -0.01 0.00 0.06
Si 0.10 0.16 -0.30
O 0.05 -0.67 0.36
Si -0.16 0.49 0.03
C -0.33 0.18 0.04
O -0.13 -0.18 -0.11
C -0.36 0.14 -0.10
F 0.48 0.13 -0.20
F -0.04 0.03 -0.03
F 0.19 -0.10 0.45
H 0.11 0.28 -0.08
H 0.00 -0.05 0.17
H -0.31 0.06 -0.11
H -0.23 -0.16 -0.21
H -0.10 -0.18 -0.12
H -0.07 0.04 0.04
H 0.03 -0.01 0.00
H 0.03 0.00 0.00
H 0.09 -0.09 -0.02
H 0.08 -0.10 -0.22
H 0.06 -0.08 0.11
C -0.15 -0.05 -0.04
O 0.00 -0.03 0.03
N 0.11 0.00 0.00
N -0.04 0.01 -0.01
H -0.01 -0.01 0.01
H 0.00 0.01 0.01
H 0.13 0.03 -0.05
H -0.02 -0.01 0.00
C -0.03 0.01 0.02
O 0.03 0.00 0.02
N 0.07 -0.04 -0.01
N -0.09 -0.17 0.10
H 0.00 0.03 -0.02
H -0.01 0.00 -0.02
H 0.02 0.16 -0.04
H -0.01 0.07 -0.05

Entry 5:
Computed, not measured: a cluster of 2 separate species, C12H17N in total in a non-equilibrium geometry, with ωB97M-V with the def2-TZVPD basis set.

Charge: +1
2S+1: 2
Energy above the lowest of the compared OMol25 structures with the same formula, charge and spin: 22.79 kJ/mol
Orbital gap (alpha / beta): 0.3408 / 0.2479 Eh
Maximum force: 0.0261 hartree/bohr
LUMO energy (alpha / beta): -3.60 / -6.83 eV

Last column: natural (NBO) charge in e.
Cartesian coordinates (Å):
C -2.67132 3.42056 0.92276  -0.6132
C -2.64213 2.00682 1.48389  -0.6023
H -3.27004 3.44551 0.00764  0.2089
H -3.08217 4.14658 1.62329  0.2244
H -1.68678 3.80940 0.64677  0.1967
H -2.23772 1.94164 2.49513  0.2160
H -1.97680 1.35270 0.92206  0.1598
H -3.63522 1.55967 1.41838  0.2135
C 0.62998 1.20956 -0.22579  -0.4717
C 1.04592 1.65808 1.20664  -0.5981
C 0.21969 -0.20681 -0.35551  0.1191
C -1.08063 -0.72713 -0.51474  0.1204
C 1.11118 -1.27307 -0.60998  -0.0860
C 0.32548 -2.40942 -0.89081  0.1149
C 2.50272 -1.38611 -0.64951  -0.0936
C 0.87657 -3.59036 -1.28512  -0.1729
C 3.08755 -2.59468 -1.00779  -0.2234
C 2.29117 -3.66789 -1.35240  -0.1075
N -1.01483 -1.99572 -0.83267  -0.4295
H -0.15360 1.88612 -0.53141  0.2450
H 1.47863 1.36308 -0.88751  0.2407
H 0.81088 0.89760 1.95809  0.2175
H -2.06326 -0.29734 -0.50471  0.2506
H -1.81420 -2.60306 -0.94006  0.4455
H 3.13372 -0.54939 -0.37213  0.2367
H 0.25380 -4.42257 -1.59962  0.2408
H 4.13792 -2.70085 -1.12982  0.2454
H 2.68061 -4.59856 -1.73838  0.2418
H 0.60998 2.61270 1.47867  0.2372
H 2.13291 1.71290 1.26464  0.2232

Atomic forces in eV per Å
C 0.15 0.21 -0.35
C 0.24 -0.16 -0.02
H 0.00 0.10 0.13
H -0.17 -0.14 0.02
H 0.07 -0.18 0.11
H -0.37 0.17 0.13
H 0.04 0.07 -0.32
H 0.04 -0.01 0.37
C 0.04 0.46 0.64
C 0.58 -0.96 0.17
C 0.90 0.92 -0.38
C -0.75 -0.11 -0.20
C -0.35 -0.50 0.36
C 0.44 0.01 -0.29
C 0.50 0.25 0.30
C -0.03 -0.29 -0.16
C -0.62 0.04 -0.34
C -1.15 -0.26 -0.13
N 0.07 -1.08 0.08
H -0.38 -0.03 -0.36
H -0.01 0.07 -0.16
H -0.40 0.24 -0.06
H 0.00 0.62 0.28
H 0.00 0.02 -0.10
H -0.06 0.04 -0.13
H 0.17 0.00 0.11
H 0.71 0.14 0.19
H 0.37 0.04 0.15
H -0.03 -0.01 0.01
H 0.00 0.33 -0.06

Entry 6:
Computed, not measured: a cluster of 2 separate species, C6H16N2 in total in a non-equilibrium geometry, with ωB97M-V with the def2-TZVPD basis set.

Charge: 0
2S+1: 1
Energy above the lowest of the compared OMol25 structures with the same formula, charge and spin: 141.21 kJ/mol
Orbital gap: 0.3652 Eh
Structure (SMILES): C/C=C/C.NCCN
Maximum force: 0.0375 hartree/bohr
LUMO energy: 1.15 eV

Last column: natural (NBO) charge in e.
Cartesian coordinates (Å):
C 0.29454 -1.46693 -2.31721  -0.6597
C -0.86654 -0.61586 -1.89115  -0.2083
C -1.45949 -0.61115 -0.67614  -0.1833
C -2.60070 0.32247 -0.31956  -0.6429
H 0.81869 -1.92753 -1.39111  0.2344
H -0.07394 -2.28549 -2.96269  0.2166
H 1.08016 -0.89897 -2.89925  0.2141
H -1.34297 0.08024 -2.62517  0.1862
H -1.11745 -1.35753 0.12165  0.2006
H -2.96763 0.77466 -1.21045  0.2093
H -3.36184 -0.24533 0.19552  0.2091
H -2.25977 1.09018 0.36459  0.2174
N 1.09580 -1.29202 1.45163  -0.8351
C 0.72631 0.10719 1.69287  -0.2253
C 1.40792 1.04080 0.70190  -0.2233
N 1.01630 2.44120 1.00880  -0.8320
H 0.56065 -1.88057 2.07104  0.3560
H 2.05653 -1.43577 1.74404  0.3518
H 0.97591 0.46684 2.74077  0.1538
H -0.35540 0.25070 1.53899  0.2016
H 2.55405 0.81999 0.70334  0.1495
H 1.02452 0.83755 -0.31431  0.2083
H 1.40674 2.70119 1.90821  0.3446
H 1.38761 3.08413 0.36366  0.3565

Atomic forces in eV per Å
C 1.10 -0.53 0.78
C -1.05 0.70 0.83
C 0.79 -0.95 -0.15
C 1.10 -1.08 0.38
H -0.92 0.72 -1.51
H 0.33 0.26 0.20
H -0.92 -0.49 0.61
H 0.70 -0.57 0.37
H -0.33 1.22 -1.21
H -0.53 0.44 -0.60
H -0.50 -0.02 0.02
H 0.09 0.29 0.15
N 0.10 0.34 0.20
C 0.05 0.65 0.54
C 1.01 0.20 -0.45
N 0.02 -1.54 1.16
H -0.24 -0.20 0.07
H 0.10 0.05 -0.16
H -0.30 -0.36 -0.90
H 0.37 -0.24 0.27
H -1.67 0.51 0.00
H 0.31 -0.15 0.44
H -0.10 0.03 0.06
H 0.50 0.73 -1.08

What is the 2S+1 in the sixth record? 1